(1)
ORCA calculation (the ωB97M-V functional and the def2-TZVPD basis) on a 7-piece molecular cluster, C23H62BO9S overall in a non-equilibrium geometry.

Structure (XYZ):
```
96
Properties=species:S:1:pos:R:3:forces:R:3
S 0.0608 -2.0283 -3.5135 0.7 -0.6 0.3
O -1.3325 2.0849 2.3552 -0.2 -0.2 0.0
O -1.5583 0.1303 -4.4480 -0.1 0.1 0.7
O 0.4620 -4.3956 1.0403 -0.2 0.0 -0.1
O 4.9062 -1.2698 2.4582 -0.1 0.0 -0.1
O -2.2862 6.2424 2.3959 0.2 -0.2 0.0
O -1.1820 -2.0399 -1.2138 -0.2 0.4 0.2
O 3.1692 -4.0646 -4.2958 0.1 0.0 0.2
O -1.3496 -1.7197 -5.8648 -0.4 -0.8 0.5
O -3.6194 1.7337 -0.1797 0.0 -0.3 -0.2
C -2.1364 0.3607 -3.1304 -0.2 0.8 -0.1
C 0.9788 1.3743 2.5714 -0.1 0.0 0.1
C 3.0700 -5.0578 -6.5018 0.0 -0.1 0.1
C -0.3552 1.1614 1.8732 0.3 0.3 -0.1
C -2.4575 6.2079 3.8156 -0.4 0.2 0.0
C -1.9262 -2.6893 -0.1629 0.0 -0.3 -0.6
C -2.6502 7.6162 4.3551 0.1 0.0 0.0
C 3.8597 -4.1783 -5.5463 -0.3 0.2 -0.3
C 4.5619 -0.0439 3.1086 0.4 0.1 0.2
C -3.4741 -0.3335 -2.9640 0.1 0.2 0.2
C -0.2339 1.2936 0.3629 -0.2 -0.1 -0.2
C -0.9829 -2.8789 -2.2738 -0.1 -0.1 0.2
C 2.1251 -2.9498 2.0337 -0.2 0.1 0.0
C -3.6246 5.3037 4.1831 0.1 -0.1 -0.1
C 4.7395 -0.1783 4.6129 -0.1 -0.1 0.0
C -4.6092 2.7658 -0.2247 0.0 0.2 0.4
C 2.3864 -5.4518 2.0668 -0.1 -0.1 0.0
C -5.8199 2.3744 0.6072 0.0 -0.1 -0.1
C 1.4107 -4.2887 2.1138 0.4 0.1 -0.2
C 1.0564 -0.8609 -2.5526 -0.1 -0.2 -0.3
C 4.1115 -2.7977 -6.1311 0.1 0.1 0.2
C -3.9861 4.0629 0.2618 0.0 0.1 -0.1
C 5.3913 1.1012 2.5482 -0.1 0.0 -0.1
B -1.1064 -1.0799 -4.7004 -0.5 0.6 -0.9
H 0.9612 -4.3613 0.2155 0.1 -0.1 0.1
H 2.0908 -4.6145 -6.7084 0.0 0.1 -0.1
H -4.9037 2.8637 -1.2713 0.1 -0.1 -0.1
H -0.7402 0.1705 2.1217 -0.1 0.0 0.1
H 4.1379 -1.0020 4.9984 0.0 0.0 0.0
H -1.2103 1.1398 -0.1000 0.0 0.0 0.0
H -1.5336 5.7884 4.2156 0.1 0.0 -0.1
H 3.1623 -2.2877 -6.3272 0.0 -0.1 -0.1
H -1.8055 8.2489 4.0832 0.0 0.0 0.0
H 6.4547 0.9253 2.7282 0.0 0.0 0.1
H -3.7645 -0.9362 -3.8165 0.1 -0.2 -0.2
H -5.5323 2.2290 1.6518 0.0 0.1 0.0
H 4.8117 -4.6545 -5.3152 0.0 0.0 0.1
H 0.1038 2.2960 0.0873 0.1 0.0 0.1
H -3.6425 3.9532 1.2927 -0.1 0.0 0.0
H -2.9570 -2.8174 -0.4789 -0.2 0.0 0.0
H 0.8270 -4.3378 3.0327 -0.1 0.0 -0.1
H -2.2824 1.4237 -3.0415 0.1 0.4 -0.2
H -4.5537 5.6854 3.7505 0.0 0.1 0.0
H -4.2518 0.3991 -2.8274 -0.3 0.3 0.0
H 2.0380 -0.8932 -2.9930 0.4 0.0 -0.2
H 2.9481 -5.4419 1.1285 0.1 0.1 0.0
H 0.4704 0.5668 -0.0498 0.0 0.0 0.1
H -3.1159 4.3242 -0.3414 0.0 0.0 0.0
H 1.0886 -1.2340 -1.5424 -0.1 -0.1 0.3
H 2.8995 -6.0415 -6.0647 0.0 0.0 0.0
H 1.3577 2.3798 2.3713 0.0 0.0 -0.1
H -3.3397 1.6446 0.7419 0.1 0.1 0.0
H -3.4688 4.2972 3.7913 0.0 0.0 0.0
H 5.1179 2.0511 3.0089 0.0 0.0 0.0
H 0.6505 0.1341 -2.5949 -0.2 0.3 0.0
H -2.7488 7.6147 5.4410 0.0 0.0 0.0
H 2.8313 -2.8209 2.8515 0.1 0.0 0.0
H 1.7238 0.6519 2.2324 -0.1 0.0 0.0
H -1.8559 -2.5349 -5.6847 0.4 0.1 -0.7
H -1.8641 -2.0591 0.7019 0.0 0.3 0.3
H 1.4013 -2.1314 2.0663 0.0 0.0 0.1
H 5.8360 -1.4500 2.6410 0.0 0.0 0.0
H 0.8648 1.2765 3.6508 0.0 0.0 0.0
H -3.0888 6.6139 2.0115 0.0 0.0 0.0
H 5.7831 -0.3935 4.8556 0.0 0.1 0.0
H -4.6985 4.8884 0.2204 0.0 0.0 0.0
H -6.2448 1.4354 0.2505 0.0 0.0 0.0
H -3.7504 5.2386 5.2641 0.0 0.0 0.0
H 3.0964 -5.4030 2.8918 0.0 0.0 0.0
H 4.4483 0.7364 5.1301 0.0 0.0 0.0
H -0.4584 -3.7827 -1.9686 0.3 -0.2 -0.1
H -3.5495 8.0681 3.9282 -0.1 -0.1 0.0
H -1.4786 -3.6553 0.0403 0.1 -0.1 0.3
H 4.6785 -2.1825 -5.4316 0.0 0.0 0.0
H 4.6657 -2.8581 -7.0673 0.0 0.0 0.0
H -3.4614 -0.9094 -2.0533 -0.1 -0.5 0.2
H 2.6784 -2.8617 1.0943 0.1 -0.1 0.0
H 1.8545 -6.4017 2.1208 0.0 0.0 0.0
H 2.3207 -3.6447 -4.4700 0.0 -0.1 -0.1
H 3.5075 0.1251 2.8811 0.1 -0.1 0.0
H 5.2521 1.1841 1.4698 0.0 0.0 0.0
H -1.8969 -3.1841 -2.7903 -0.2 0.1 -0.2
H -6.5924 3.1424 0.5667 0.0 0.0 0.0
H 3.5948 -5.1846 -7.4484 0.0 0.0 0.0
H -1.0312 2.9797 2.1523 0.0 0.0 0.0
H -1.4347 0.0969 -2.3553 0.2 -0.3 0.2
```
Positions in Å, forces in eV/Å.

Multiplicity: 1
HOMO level, eV: -11.9
Total energy, eV: -54790.4563
Net charge: +1
Max |F|, hartree/bohr: 0.0227


(2)
ORCA calculation (the ωB97M-V functional and the def2-TZVPD basis) on one molecule with the formula C17H19NOS in a non-equilibrium geometry.

Structure (XYZ):
```
39
Properties=species:S:1:pos:R:3:forces:R:3
S 0.9559 -0.1564 0.5433 -2.3 0.7 -1.3
O 0.3598 -5.0287 0.8178 1.5 0.8 -0.1
N -0.2440 -3.7948 0.4249 -0.6 1.7 -1.0
C -0.4693 0.8889 0.1172 0.0 0.6 0.3
C 2.2001 -7.3749 -0.3395 -4.3 -0.8 2.1
C -1.4197 3.2975 -0.2425 -1.4 0.3 -0.5
C 0.6021 3.0610 0.6795 2.2 -0.4 1.3
C -0.0771 5.3120 0.4085 -2.9 0.6 -1.2
C 0.1956 6.7832 0.6930 2.0 -2.1 0.8
C 1.9838 -3.1233 -0.4028 -0.7 2.4 -1.2
C -0.4472 2.3555 0.1928 -0.6 2.2 -0.3
C 0.0821 -1.4862 -0.1661 -1.8 0.1 -0.9
C -1.5195 0.1754 -0.3920 0.0 0.8 -0.4
C -0.0694 -6.2175 0.1926 -1.2 -2.2 0.6
C -1.2708 4.7427 -0.2064 0.1 -1.4 1.2
C 0.9372 -7.4106 0.2946 4.4 2.9 -2.7
C 0.8069 4.4174 0.8545 -0.8 -1.8 -0.9
C 0.5195 -2.8559 -0.1309 1.4 -4.6 2.6
C -2.5049 5.5842 -0.6093 1.2 -1.7 -1.7
C -1.1640 -1.1393 -0.6485 0.1 -1.5 0.8
H -1.0706 -6.6584 0.6240 1.5 1.3 -0.8
H -3.1338 5.7994 0.2485 0.1 0.5 0.0
H -0.6971 7.2848 0.7148 -2.1 1.6 0.3
H 2.1279 -3.1896 -1.4993 0.2 1.0 0.4
H 2.9409 -8.1751 -0.3377 -0.4 0.2 0.1
H 0.7288 6.8254 1.7206 -0.8 0.3 -1.9
H -1.9095 -1.8442 -1.0353 0.7 0.0 0.1
H -0.1351 -6.0463 -0.8585 -0.6 0.3 -0.8
H 2.5501 -2.3383 0.1284 0.1 -0.1 -0.9
H 2.3301 -6.5389 -0.9564 0.8 1.2 -0.7
H 1.4026 2.5063 1.0617 1.3 -1.1 0.5
H -2.1120 6.4623 -1.1968 -1.0 -0.6 0.7
H -2.4039 2.8451 -0.5661 1.0 1.0 0.1
H 1.6609 4.7578 1.3203 1.9 0.4 1.0
H -2.5323 0.5191 -0.6792 1.0 0.3 0.3
H 0.7930 7.2000 -0.1165 0.3 0.2 0.2
H -3.0769 4.8538 -1.2868 0.5 1.6 0.7
H 2.4036 -4.0038 -0.1102 0.4 -2.7 1.5
H 0.6758 -8.2897 0.7437 -0.9 -1.9 1.6
```
Positions in Å, forces in eV/Å.

Multiplicity: 1
HOMO level, eV: -8.0
SMILES: C=CCO/N=C(\C)c1ccc(-c2ccc(C)c(C)c2)s1
Total energy, eV: -32304.5750
Energy above the lowest of the compared OMol25 structures with the same formula, charge and spin, kcal/mol: 154.6
Net charge: 0
Max |F|, hartree/bohr: 0.1149


(3)
ORCA calculation (the ωB97M-V functional and the def2-TZVPD basis) on C6H9N as an isolated structure in a non-equilibrium geometry.

Structure (XYZ):
```
16
Properties=species:S:1:pos:R:3:forces:R:3
N 1.6585 -0.3637 -0.0211 0.3 0.0 0.1
C 1.0330 -1.3127 -0.9203 -0.1 -0.3 -0.1
C 2.2385 -0.5468 -1.3305 0.3 -0.1 -0.3
C -1.2284 0.7873 1.4120 1.0 0.5 -0.5
C 1.0175 0.8754 0.1865 0.3 0.2 -0.4
C -0.2220 0.9136 0.6029 0.2 -0.5 -1.3
C -2.6953 0.6597 0.9085 0.2 0.3 0.3
H -3.2205 1.6158 0.9525 0.1 0.0 0.1
H 3.2220 -1.0033 -1.3236 -0.1 0.0 -0.2
H -0.2237 1.2860 1.9737 -3.4 -0.6 1.5
H 1.1161 -2.3541 -0.6238 0.0 0.1 -0.1
H -2.7042 0.3558 -0.1582 0.4 0.2 0.5
H 0.0832 -1.0385 -1.3857 0.2 0.0 0.2
H 1.6243 1.7644 0.0923 0.0 0.0 -0.3
H 2.0887 0.2528 -2.0566 0.0 -0.2 0.1
H -3.3290 -0.0719 1.4314 0.6 0.2 0.2
```
Positions in Å, forces in eV/Å.

Multiplicity: 1
HOMO level, eV: -7.6
Total energy, eV: -7852.2388
Energy above the lowest of the compared OMol25 structures with the same formula, charge and spin, kcal/mol: 136.5
Net charge: 0
Max |F|, hartree/bohr: 0.0727


(4)
ORCA calculation (the ωB97M-V functional and the def2-TZVPD basis) on a 6-piece molecular cluster, C17H47ClN5O10 overall in a non-equilibrium geometry.

Structure (XYZ):
```
80
Properties=species:S:1:pos:R:3:forces:R:3
Cl -0.2378 1.5583 2.0746 2.5 1.0 -0.4
O -1.2782 2.5227 1.9168 -1.8 -0.6 0.6
O -3.5880 -1.1233 -1.3322 0.2 -1.2 -2.6
O -1.5100 -0.5687 6.4750 -2.4 1.6 -0.6
O 2.2054 3.8431 -3.7352 2.4 1.6 -0.5
O -3.6375 -0.2245 6.9163 2.0 0.9 -1.3
O 0.6012 1.9255 3.1718 -0.1 0.0 0.9
O -0.6640 0.1688 2.3290 -0.7 0.5 -0.8
O 0.5548 1.6965 0.8682 -0.1 -1.5 -0.4
O -0.9614 -6.0974 2.9945 1.3 1.1 0.0
O 2.0149 -1.3510 -2.2309 -1.2 -0.6 0.7
N -3.8974 2.3437 -0.0500 -0.6 -1.4 0.5
N -0.4572 4.0577 -1.1521 0.7 -0.2 -0.5
N 5.2282 0.5480 -2.5446 -0.1 0.4 0.0
N -0.2983 -3.2073 3.2971 -2.4 -0.6 -1.3
N -2.5949 0.0537 6.2969 0.3 -2.3 0.4
C 1.3417 3.4491 -2.7307 -1.7 0.9 -0.1
C 4.9322 -1.3734 -1.2054 -1.0 -0.7 -0.9
C -3.5263 -0.0835 -0.3861 0.3 -2.1 1.0
C -0.4890 -7.4119 3.3601 -0.1 -0.1 -1.6
C -2.6232 1.1628 5.2330 0.1 -0.1 1.4
C -3.8695 1.2217 -1.0225 1.3 2.5 -0.9
C 0.0636 -5.4104 2.1819 -1.2 -1.6 1.3
C 0.6405 -0.8965 -2.1266 0.5 -0.2 -0.4
C -0.2070 -3.8930 2.0395 3.0 -0.9 0.7
C 2.8902 -0.2409 -2.2740 -0.5 -0.1 -0.6
C 1.7126 5.0916 -0.8172 0.7 1.6 -0.4
C 4.3569 -0.6236 -2.4552 1.1 -0.4 1.3
C -3.0542 -2.4375 -1.0751 -0.1 1.9 1.8
C 0.8803 -3.2504 1.1804 -1.1 0.2 -1.6
C -2.8450 1.6849 -2.0776 0.2 -1.1 -0.7
C 1.7264 4.7863 -4.6777 -0.1 -0.2 -0.3
C 0.7161 4.6078 -1.8528 -0.4 -1.2 -0.2
H -1.2106 -3.8683 1.6148 -0.6 0.5 -0.2
H 0.4679 -0.1927 -1.3124 0.4 0.4 0.0
H -4.5046 1.9652 0.6628 -0.8 0.5 0.6
H 0.6756 -2.1899 1.0331 0.2 0.2 0.4
H 1.6498 6.1740 -0.7056 0.0 0.3 -0.3
H 4.5487 -1.2654 -3.3150 -0.4 0.1 -0.2
H 0.5671 -7.4362 3.6287 -0.1 0.3 0.7
H -2.7307 0.9201 -2.8457 -0.1 -0.2 -0.1
H 4.9896 1.2320 -3.2484 -0.3 -0.2 -0.5
H -3.5302 1.1309 4.6293 0.2 -0.5 0.1
H -2.7060 2.0286 5.8899 0.2 0.3 -0.3
H 5.1045 1.0569 -1.6809 0.3 0.2 0.3
H 2.5291 5.1359 -5.3269 0.3 -0.7 0.0
H 0.7188 -3.6287 0.1710 0.2 -0.2 -0.1
H 2.7212 0.3590 -1.3797 0.4 0.2 0.3
H 0.0197 3.3681 -0.5889 -0.7 -0.6 0.8
H 4.3911 -2.3077 -1.0556 -0.5 0.1 0.2
H -2.5839 -0.2017 0.1485 0.7 1.0 -0.2
H -1.6824 1.1554 4.6826 -0.2 -0.1 0.1
H -3.0866 -3.1779 -1.8743 -1.1 0.5 -0.2
H -1.0502 -3.5777 3.8605 0.2 -0.6 1.1
H -0.5057 -7.9916 2.4372 -0.1 -0.3 -0.2
H 1.3422 5.7383 -4.3115 -0.3 -0.2 0.7
H -4.2204 -0.3149 0.4219 -0.7 0.1 0.2
H 0.0826 -5.9060 1.2113 -0.1 0.4 -0.3
H 0.6050 2.9079 -3.3244 -1.0 -0.3 0.9
H 2.7308 4.9196 -1.1664 0.2 -0.3 0.4
H 4.8123 -0.7376 -0.3282 0.3 -0.1 0.1
H -3.0291 2.3079 0.4646 0.8 0.4 -0.1
H 0.3447 -0.4763 -3.0879 0.0 0.4 0.0
H 2.5367 0.3585 -3.1129 0.4 0.5 -0.3
H -4.8623 1.2030 -1.4719 0.0 -0.4 0.0
H -1.9918 -2.4401 -0.8316 0.5 0.6 0.1
H 0.9616 4.3050 -5.2873 -0.2 0.1 -0.2
H -0.3996 -2.2037 3.2469 0.9 1.2 0.1
H 1.5124 4.8073 0.2158 0.2 -1.0 -0.2
H 0.2832 5.4230 -2.4326 0.6 0.0 -0.4
H -1.8445 1.8253 -1.6683 -0.1 0.1 0.4
H 1.9355 -3.4201 1.3949 -0.3 -0.1 0.6
H -3.0797 2.5983 -2.6241 -0.4 0.1 0.5
H -0.6837 4.8034 -0.5097 -0.6 -0.1 0.4
H -1.1503 -7.9356 4.0503 0.1 0.7 0.2
H -0.0794 -1.6947 -1.9456 0.6 -0.6 0.0
H 1.0262 -5.6327 2.6423 0.2 0.5 0.1
H 5.9437 -1.7503 -1.3566 0.2 0.8 0.0
H -3.5610 -2.6657 -0.1374 -0.1 -1.3 0.0
H 1.8670 2.7634 -2.0659 0.1 0.0 0.0
```
Positions in Å, forces in eV/Å.

Multiplicity: 2
HOMO level (spin up / spin down), eV: -8.6 / -8.6
Total energy, eV: -58821.2596
Energy above the lowest of the compared OMol25 structures with the same formula, charge and spin, kcal/mol: 22.8
Net charge: 0
Max |F|, hartree/bohr: 0.0614